{
  "formula": "C47H52N8NaO3PS",
  "method": "ωB97M-V/def2-TZVPD",
  "relative_energy_kcal_mol": 5.3,
  "orbital_gap_ev": 7.8,
  "total_energy_ha": -3387.9603,
  "species": ["Na", "C", "C", "C", "C", "C", "C", "C", "C", "C", "C", "H", "H", "H", "H", "H", "H", "H", "H", "H", "H", "H", "H", "H", "H", "N", "P", "C", "C", "C", "C", "C", "C", "C", "C", "C", "C", "C", "C", "C", "C", "C", "C", "C", "N", "H", "H", "H", "H", "H", "H", "H", "H", "H", "H", "H", "H", "H", "H", "H", "N", "C", "C", "C", "C", "C", "C", "S", "O", "O", "N", "C", "N", "C", "C", "C", "N", "H", "H", "H", "H", "H", "H", "H", "H", "H", "C", "C", "N", "C", "C", "C", "O", "C", "C", "C", "C", "N", "C", "H", "H", "H", "H", "H", "H", "H", "H", "H", "H", "H", "H", "H", "H"],
  "xyz": [[0.5581, -0.1748, -0.0265], [2.6193, 4.0797, 0.8087], [3.6209, 3.2371, 0.0253], [3.2982, 3.2953, -1.4714], [3.6940, 1.7942, 0.4958], [2.8874, 1.2936, 1.5097], [2.9548, -0.0438, 1.8917], [3.8267, -0.9279, 1.2693], [3.9168, -2.3710, 1.6833], [4.6532, -0.4227, 0.2663], [4.5914, 0.9089, -0.1048], [2.6132, 5.1017, 0.4268], [2.8573, 4.1217, 1.8731], [1.6058, 3.6816, 0.7144], [4.6166, 3.6722, 0.1741], [2.3373, 2.8134, -1.6627], [4.0548, 2.7919, -2.0752], [3.2356, 4.3315, -1.8104], [2.1738, 1.9368, 2.0033], [2.2934, -0.3954, 2.6781], [4.8254, -2.5564, 2.2607], [3.9376, -3.0303, 0.8137], [3.0686, -2.6585, 2.3036], [5.3543, -1.0868, -0.2289], [5.2569, 1.2754, -0.8796], [1.3519, -2.8621, -2.4366], [1.7458, -1.2241, -2.7632], [0.4689, -0.7687, -3.9901], [0.7640, 0.1657, -4.9847], [-0.2315, 0.6369, -5.8267], [-1.5372, 0.1840, -5.6830], [-1.8380, -0.7430, -4.6965], [-0.8418, -1.2160, -3.8520], [3.1962, -1.4236, -3.8505], [3.1558, -2.1425, -5.0464], [4.2947, -2.2827, -5.8201], [5.4868, -1.6923, -5.4124], [5.5346, -0.9651, -4.2350], [4.3911, -0.8335, -3.4545], [0.9661, -3.3694, -1.2050], [0.6019, -4.7195, -1.0910], [0.2218, -5.1995, 0.1426], [0.2069, -4.3454, 1.2431], [0.5830, -3.0369, 1.0303], [0.9567, -2.5502, -0.1602], [1.2792, -3.5212, -3.1981], [1.7797, 0.5253, -5.1069], [0.0129, 1.3572, -6.5972], [-2.3150, 0.5531, -6.3391], [-2.8540, -1.0972, -4.5740], [-1.0947, -1.9126, -3.0628], [2.2206, -2.5766, -5.3844], [4.2555, -2.8431, -6.7453], [6.3760, -1.7979, -6.0206], [6.4592, -0.4992, -3.9191], [4.4211, -0.2706, -2.5297], [0.6224, -5.3635, -1.9608], [-0.0691, -6.2370, 0.2479], [-0.1172, -4.6689, 2.2208], [0.5626, -2.3255, 1.8526], [1.1140, 6.4118, 5.0599], [0.5853, 5.2518, 4.4934], [1.2200, 4.0225, 4.6741], [0.7256, 2.8834, 4.0641], [-0.4042, 2.9543, 3.2621], [-1.0539, 4.1705, 3.0891], [-0.5605, 5.3098, 3.6976], [-0.9891, 1.5103, 2.4277], [-2.4311, 1.5724, 2.4129], [-0.3682, 0.3782, 3.0844], [-0.3412, 1.5308, 0.9725], [-0.6986, 2.3139, -0.0593], [-0.0820, 1.9630, -1.2254], [-0.4292, 2.6266, -2.3143], [-1.3570, 3.6578, -2.3050], [-1.8771, 3.9815, -1.0614], [-1.5676, 3.3382, 0.0541], [1.6836, 6.2607, 5.8772], [0.4485, 7.1550, 5.2001], [2.1038, 3.9608, 5.2987], [1.2056, 1.9258, 4.2193], [-1.9385, 4.2116, 2.4700], [-1.0651, 6.2590, 3.5570], [0.0549, 2.3205, -3.2378], [-1.6320, 4.1905, -3.2027], [-2.5793, 4.8042, -0.9564], [-5.0135, -5.0419, 3.4431], [-4.9941, -3.5806, 3.8686], [-4.9026, -2.6608, 2.7365], [-6.1599, -2.3434, 2.0720], [-6.9904, -1.3099, 2.8202], [-3.6598, -2.4805, 2.2052], [-2.6933, -3.0936, 2.6375], [-3.4564, -1.5154, 1.0702], [-4.1521, -0.3379, 0.8444], [-3.7856, 0.4621, -0.2255], [-2.6982, 0.0913, -0.9938], [-1.9632, -0.9965, -0.7432], [-2.3657, -1.7829, 0.2488], [-5.1289, -5.6908, 4.3124], [-4.0803, -5.2973, 2.9436], [-5.8436, -5.2506, 2.7651], [-4.1422, -3.3914, 4.5180], [-5.8982, -3.3275, 4.4243], [-6.7326, -3.2712, 1.9717], [-5.9529, -2.0120, 1.0574], [-7.2614, -1.6634, 3.8154], [-7.9146, -1.1004, 2.2798], [-6.4418, -0.3762, 2.9449], [-4.9418, -0.0201, 1.5090], [-4.3003, 1.3908, -0.4289], [-2.3757, 0.7087, -1.8244], [-1.7862, -2.6747, 0.4461]],
  "forces_ev_per_angstrom": [[0.416, -0.396, -0.441], [-0.008, 0.022, 0.024], [0.018, -0.027, 0.027], [-0.032, 0.004, -0.045], [-0.004, -0.004, 0.049], [-0.033, 0.000, -0.063], [-0.067, -0.064, -0.041], [0.032, 0.016, 0.029], [0.005, -0.025, 0.015], [0.006, -0.008, 0.009], [0.013, 0.013, 0.008], [0.003, 0.003, 0.002], [0.008, -0.005, -0.004], [-0.001, -0.010, -0.020], [-0.009, 0.007, -0.019], [0.011, -0.002, 0.020], [0.006, -0.011, 0.008], [0.011, 0.003, 0.006], [0.002, 0.000, -0.007], [0.005, 0.011, 0.007], [0.010, 0.012, -0.015], [-0.011, 0.001, -0.003], [0.010, 0.006, 0.003], [0.003, 0.000, 0.004], [0.006, -0.008, -0.006], [-0.097, -0.032, -0.049], [-0.057, 0.040, 0.258], [0.040, 0.039, -0.066], [-0.009, 0.000, -0.006], [-0.023, -0.007, 0.002], [0.018, 0.019, -0.016], [0.005, -0.008, 0.021], [-0.026, -0.008, 0.009], [0.027, -0.016, -0.049], [-0.012, 0.004, 0.017], [0.001, 0.005, 0.014], [0.014, -0.012, -0.027], [-0.016, 0.002, 0.029], [0.029, -0.011, -0.021], [0.041, -0.026, -0.012], [0.024, 0.023, -0.005], [0.008, 0.019, 0.047], [0.019, -0.043, -0.063], [0.057, -0.047, 0.063], [-0.072, 0.067, 0.126], [0.021, 0.029, -0.008], [-0.005, -0.004, 0.009], [-0.003, 0.001, -0.001], [-0.002, -0.002, 0.001], [-0.001, 0.001, -0.004], [0.010, 0.006, -0.003], [0.005, -0.004, -0.005], [0.002, -0.001, -0.002], [0.000, 0.002, -0.001], [0.005, -0.002, -0.007], [-0.010, 0.002, -0.009], [-0.005, 0.007, -0.005], [-0.003, 0.001, 0.006], [-0.008, 0.004, -0.007], [-0.024, 0.006, -0.022], [-0.023, -0.011, 0.028], [0.005, 0.007, -0.007], [0.001, -0.007, 0.003], [0.026, -0.032, 0.009], [-0.014, 0.056, -0.027], [-0.002, 0.015, -0.002], [0.009, -0.009, 0.005], [-0.081, 0.050, 0.031], [0.011, 0.017, 0.040], [-0.001, -0.015, -0.009], [-0.139, 0.278, 0.200], [-0.017, 0.063, 0.078], [-0.154, -0.012, 0.011], [0.023, 0.033, -0.013], [0.021, 0.001, 0.000], [0.009, -0.015, -0.004], [-0.006, 0.017, -0.039], [0.009, 0.002, -0.012], [0.005, 0.001, -0.013], [0.000, 0.007, 0.002], [-0.008, -0.003, -0.007], [-0.001, -0.008, -0.004], [0.002, 0.001, 0.003], [0.003, -0.015, 0.004], [-0.003, 0.001, 0.001], [-0.003, -0.001, 0.013], [-0.015, -0.049, -0.001], [0.014, 0.034, 0.011], [0.001, -0.017, -0.014], [0.000, 0.005, -0.026], [-0.004, 0.020, 0.019], [-0.038, -0.026, -0.071], [0.029, 0.030, 0.067], [0.027, -0.007, 0.015], [0.009, 0.002, 0.014], [-0.003, -0.003, -0.004], [-0.047, 0.028, 0.052], [-0.046, -0.052, -0.107], [0.024, 0.007, 0.027], [0.009, 0.014, 0.011], [-0.003, 0.009, -0.006], [0.004, 0.012, -0.006], [0.001, -0.011, 0.006], [-0.010, -0.009, -0.013], [-0.006, 0.002, 0.026], [0.003, 0.012, 0.010], [0.000, -0.009, -0.002], [0.005, -0.007, -0.009], [-0.007, 0.001, -0.004], [-0.005, 0.015, -0.008], [0.008, -0.001, 0.012], [0.013, -0.006, -0.015], [0.013, -0.011, -0.038]]
}

{
  "formula": "C47H53GeN11O2SSi2Ti",
  "method": "ωB97M-V/def2-TZVPD",
  "relative_energy_kcal_mol": 108.9,
  "multiplicity": 3,
  "orbital_gap_ev": [4.8, 5.5],
  "total_energy_ha": -6479.1751,
  "s_squared": 2.025,
  "total_charge": -2,
  "species": ["Ti", "C", "Si", "C", "C", "C", "C", "C", "C", "C", "C", "N", "Si", "C", "C", "C", "H", "H", "H", "H", "H", "H", "H", "H", "H", "H", "H", "H", "H", "H", "H", "H", "H", "H", "H", "H", "H", "H", "N", "C", "N", "N", "N", "N", "C", "N", "N", "N", "N", "H", "O", "C", "O", "C", "C", "Ge", "C", "C", "C", "C", "C", "C", "C", "C", "C", "C", "C", "C", "C", "C", "C", "C", "C", "C", "H", "H", "H", "H", "H", "H", "H", "H", "H", "H", "H", "H", "H", "H", "H", "H", "H", "H", "H", "N", "S", "C", "C", "C", "C", "C", "C", "C", "C", "C", "C", "C", "C", "H", "H", "H", "H", "H", "H", "H", "H", "H", "H", "H"],
  "xyz": [[1.8897, 0.8132, -0.6373], [6.9001, 2.4211, -1.1209], [5.1590, 1.6888, -0.7510], [4.8546, 2.0820, 1.1025], [5.4758, -0.2039, -0.8451], [2.6805, 1.7302, -2.3509], [3.0930, -0.5808, -2.8360], [3.6245, -1.6414, -3.5976], [3.5931, -2.9177, -3.0865], [3.0482, -3.1129, -1.8084], [2.5162, -2.0426, -1.1286], [2.4752, -0.7850, -1.6237], [1.4180, 2.7203, -3.3906], [0.0907, 3.7181, -2.4323], [2.1182, 4.0793, -4.5604], [0.6197, 1.4019, -4.5425], [7.6273, 2.0181, -0.4213], [6.9191, 3.5024, -1.0456], [7.2179, 2.1656, -2.1258], [5.7044, 1.7497, 1.6944], [3.9691, 1.5696, 1.4771], [4.7235, 3.1460, 1.2828], [6.4165, -0.4277, -0.3483], [5.5505, -0.5668, -1.8660], [4.6997, -0.7728, -0.3366], [4.0567, -1.4015, -4.5562], [4.0194, -3.7408, -3.6425], [3.0518, -4.0894, -1.3497], [2.1539, -2.1667, -0.1144], [0.5138, 4.6179, -1.9966], [-0.3677, 3.1499, -1.6326], [-0.7040, 4.0215, -3.1070], [2.6437, 4.8341, -3.9836], [1.3190, 4.5670, -5.1130], [2.8246, 3.6626, -5.2699], [0.6345, 0.4202, -4.0782], [1.1696, 1.3343, -5.4759], [-0.4125, 1.6432, -4.7747], [3.4439, 3.8285, -1.3795], [3.8970, 2.5799, -1.9757], [4.6868, 2.9315, -3.1451], [4.6580, 2.1641, -4.1559], [4.0379, 1.0674, -4.2865], [3.2240, 0.6903, -3.2003], [2.6039, 3.7702, -0.3145], [2.3175, 4.7605, 0.5315], [1.3922, 4.2546, 1.3442], [1.1211, 3.0396, 1.0339], [1.8680, 2.6770, -0.0247], [4.1185, 4.5788, -1.3988], [2.2760, -1.7485, 2.2185], [1.7632, -0.6587, 1.9858], [2.2224, 0.1730, 1.1330], [0.4698, -0.2572, 2.7331], [-0.7040, -0.8673, 1.9696], [-2.2826, -1.6094, 2.9531], [-3.3839, -0.3853, 4.0504], [-3.7185, 0.8664, 3.5275], [-4.6399, 1.6758, 4.1556], [-5.2588, 1.2581, 5.3275], [-4.9360, 0.0145, 5.8586], [-4.0174, -0.7958, 5.2241], [-3.4890, -2.2888, 1.5226], [-3.4589, -1.7661, 0.2335], [-4.3101, -2.2327, -0.7486], [-5.2352, -3.2222, -0.4547], [-5.3009, -3.7332, 0.8336], [-4.4374, -3.2696, 1.8056], [-1.6688, -3.2073, 3.9519], [-1.5352, -4.4061, 3.2507], [-0.9734, -5.5213, 3.8356], [-0.5161, -5.4658, 5.1445], [-0.6363, -4.2806, 5.8555], [-1.1999, -3.1664, 5.2638], [0.3801, 0.8308, 2.7800], [0.5224, -0.6667, 3.7460], [-0.3482, -1.7624, 1.4523], [-1.0605, -0.1684, 1.2161], [-3.2497, 1.1996, 2.6113], [-4.8865, 2.6385, 3.7286], [-5.9879, 1.8907, 5.8187], [-5.4176, -0.3208, 6.7699], [-3.7834, -1.7709, 5.6343], [-2.7597, -0.9817, -0.0139], [-4.2444, -1.8272, -1.7486], [-5.9001, -3.5935, -1.2238], [-6.0220, -4.5066, 1.0718], [-4.4794, -3.6803, 2.8082], [-1.8781, -4.4492, 2.2247], [-0.8778, -6.4395, 3.2697], [-0.0618, -6.3365, 5.6012], [-0.2735, -4.2298, 6.8750], [-1.2722, -2.2389, 5.8187], [-0.0303, 0.7183, -0.7620], [-1.2479, 0.6831, -1.8748], [-2.5923, 1.9425, -0.5860], [-3.8738, 1.9579, -1.0995], [-4.8419, 2.7787, -0.5426], [-4.5200, 3.5953, 0.5280], [-3.2359, 3.5843, 1.0402], [-2.2690, 2.7512, 0.4882], [-1.0546, -1.0223, -2.3809], [-1.6082, -1.4292, -3.5966], [-1.5883, -2.7616, -3.9518], [-1.0626, -3.7142, -3.0877], [-0.5415, -3.3173, -1.8636], [-0.5312, -1.9841, -1.5193], [-0.2741, 1.4192, -0.0656], [-4.1116, 1.3256, -1.9451], [-5.8482, 2.7831, -0.9441], [-5.2723, 4.2455, 0.9597], [-2.9723, 4.2281, 1.8693], [-1.2708, 2.7853, 0.9108], [-2.0370, -0.6815, -4.2491], [-1.9843, -3.0665, -4.9133], [-1.0527, -4.7576, -3.3703], [-0.1411, -4.0500, -1.1746], [-0.1233, -1.6560, -0.5754]],
  "forces_ev_per_angstrom": [[-0.253, -0.082, 0.681], [-0.656, -0.223, 0.035], [1.329, 0.179, 0.491], [-0.219, -0.173, -0.545], [-0.471, 0.525, -0.048], [-0.035, 0.710, -0.959], [0.094, 0.320, 0.113], [0.035, -0.706, -0.214], [-0.122, 0.816, 0.088], [-0.016, -0.161, 0.156], [0.142, -0.064, -0.236], [1.078, -2.310, -1.936], [-0.327, 0.496, -0.677], [0.396, -0.594, -0.094], [0.010, -0.548, 0.405], [0.177, 0.456, 0.429], [0.116, -0.124, 0.253], [-0.060, 0.287, 0.023], [-0.019, -0.061, -0.248], [0.239, -0.132, 0.010], [0.034, 0.040, 0.057], [-0.035, 0.203, -0.044], [0.209, 0.142, 0.151], [0.007, -0.019, -0.196], [-0.018, -0.051, 0.045], [0.041, 0.040, -0.001], [-0.012, -0.074, -0.057], [-0.024, -0.057, 0.113], [-0.080, -0.017, -0.032], [0.206, 0.158, 0.079], [-0.057, 0.030, 0.175], [-0.153, 0.037, -0.295], [0.077, 0.105, 0.131], [-0.319, 0.030, -0.076], [0.162, -0.115, -0.131], [-0.005, -0.173, 0.064], [0.248, 0.025, -0.141], [-0.274, 0.108, -0.020], [0.226, 0.103, -0.198], [0.201, -0.943, 0.286], [0.072, 0.929, 0.887], [0.832, 0.599, -0.646], [-0.596, -1.795, -1.063], [0.066, 0.347, 0.761], [-0.636, -0.046, 0.479], [0.588, 0.085, -0.576], [-0.388, 0.008, 0.446], [-0.516, -0.117, 0.428], [0.707, 2.867, 0.320], [-0.051, 0.007, 0.020], [-0.203, -0.029, 0.030], [-0.209, -0.633, 1.188], [0.235, -0.068, 0.313], [0.330, -0.029, 0.008], [-0.767, -0.242, 0.428], [0.297, 0.041, -0.560], [0.022, -0.176, -0.157], [0.421, -0.398, -0.133], [-0.325, 0.304, 0.243], [0.143, -0.164, -0.051], [-0.358, 0.336, 0.236], [0.440, -0.284, -0.291], [0.075, 0.190, 0.399], [0.308, 0.163, 0.284], [-0.236, -0.130, -0.238], [0.038, 0.052, -0.010], [-0.227, -0.228, -0.145], [0.239, 0.062, 0.296], [-0.001, 0.279, -0.120], [-0.214, 0.341, -0.166], [0.171, -0.328, 0.144], [-0.071, 0.061, -0.021], [0.182, -0.276, 0.228], [-0.234, 0.333, -0.188], [0.032, -0.067, -0.005], [0.175, 0.042, -0.062], [-0.150, -0.054, -0.049], [-0.053, -0.113, -0.086], [-0.009, 0.108, -0.117], [0.013, 0.046, -0.059], [0.009, 0.004, 0.003], [0.010, -0.023, 0.009], [-0.039, -0.054, 0.073], [0.100, 0.094, -0.106], [0.034, 0.047, -0.081], [-0.023, -0.012, -0.027], [-0.014, 0.003, 0.020], [-0.084, -0.084, 0.031], [-0.002, -0.085, -0.074], [0.009, -0.012, -0.033], [-0.006, 0.009, 0.016], [0.008, 0.038, 0.011], [0.032, 0.020, 0.104], [-0.869, 0.502, 0.327], [-0.219, -0.558, -0.459], [-0.121, -0.039, -0.014], [0.097, -0.063, 0.018], [-0.185, -0.086, -0.123], [-0.211, 0.172, 0.128], [0.048, 0.026, 0.083], [0.199, -0.016, 0.141], [-0.403, -0.082, 0.319], [0.088, 0.330, 0.189], [-0.068, -0.219, -0.115], [0.029, -0.077, -0.004], [-0.059, -0.181, -0.158], [-0.044, 0.250, 0.082], [-0.348, 0.005, -0.002], [-0.081, -0.108, -0.171], [-0.048, 0.002, -0.025], [-0.008, 0.006, 0.001], [0.034, 0.049, 0.058], [0.125, -0.007, -0.011], [-0.007, 0.067, -0.153], [-0.022, -0.003, -0.009], [-0.012, -0.076, -0.028], [0.055, -0.031, -0.006], [-0.019, -0.014, -0.041]]
}